The following is a quantum chemistry calculation of a molecular structure, C18H50Li2O12 in a non-equilibrium geometry, from the OMol25 dataset.

XYZ file:
```
82
Properties=species:S:1:pos:R:3:mulliken_charge:R:1
Li -4.99 -3.14 3.49 0.818
Li -0.95 -5.67 4.82 0.843
C -1.47 -0.10 1.33 -0.858
C -0.63 -0.51 2.45 -0.320
O -1.27 -1.32 3.42 -0.877
H -1.66 -0.93 0.65 0.256
H -0.88 0.51 0.65 0.292
H -2.34 0.53 1.53 0.278
H -0.28 0.38 2.98 0.183
H 0.34 -0.90 2.13 0.210
C -5.34 -8.34 -0.57 -0.902
C -4.06 -7.60 -0.13 -0.217
O -4.10 -7.31 1.21 -0.872
H -5.13 -8.94 -1.45 0.289
H -6.11 -7.61 -0.80 0.211
H -5.82 -8.96 0.19 0.294
H -3.85 -6.74 -0.78 0.207
H -3.24 -8.25 -0.44 0.166
C -4.96 1.38 -5.00 -1.516
C -6.06 1.67 -5.98 0.583
C -5.55 1.46 -7.37 -1.199
O -7.20 0.88 -5.70 -0.546
H -4.81 0.30 -5.01 0.440
H -5.16 1.65 -3.97 0.398
H -4.07 1.98 -5.19 0.342
H -6.46 2.66 -5.77 0.211
H -4.88 0.60 -7.37 0.290
H -5.11 2.38 -7.76 0.310
H -6.32 1.23 -8.10 0.375
H -6.91 0.31 -4.99 0.313
C 2.80 -2.24 -4.81 -1.370
C 2.85 -2.68 -3.42 0.440
C 2.73 -4.26 -3.44 -1.132
O 4.21 -2.39 -2.93 -0.548
H 3.00 -1.18 -4.96 0.380
H 1.86 -2.51 -5.30 0.351
H 3.56 -2.75 -5.40 0.359
H 2.11 -2.16 -2.81 0.230
H 2.87 -4.43 -2.37 0.283
H 3.45 -4.77 -4.08 0.334
H 1.68 -4.43 -3.67 0.368
H 4.42 -1.51 -3.26 0.305
C 1.25 6.25 -2.74 -0.417
C 2.12 5.51 -1.68 -0.326
O 3.36 6.23 -1.59 -0.518
O 1.10 7.69 -2.58 -0.529
H 0.27 5.80 -2.84 0.317
H 1.72 5.89 -3.65 0.278
H 2.26 4.45 -1.88 0.317
H 1.57 5.51 -0.74 0.239
H 3.16 7.17 -1.55 0.326
H 1.42 8.19 -3.33 0.312
C -5.61 7.24 1.65 -0.433
C -6.71 6.14 1.54 -0.283
O -7.86 6.57 2.31 -0.524
O -4.77 7.14 2.86 -0.527
H -6.00 8.23 1.39 0.324
H -4.88 7.25 0.84 0.324
H -6.41 5.15 1.87 0.294
H -6.99 6.13 0.49 0.236
H -7.86 6.14 3.17 0.294
H -4.68 7.98 3.30 0.296
C 4.42 1.93 7.14 -0.341
C 4.98 0.44 6.94 -0.450
O 4.09 -0.61 7.03 -0.504
O 3.92 2.17 8.47 -0.481
H 3.66 1.92 6.36 0.260
H 5.21 2.58 6.77 0.264
H 5.68 0.17 7.73 0.288
H 5.48 0.37 5.98 0.330
H 3.77 -0.72 6.14 0.321
H 4.67 2.18 9.06 0.312
C 8.06 -4.49 2.26 -0.265
C 8.75 -4.73 3.65 -0.546
O 8.79 -6.09 3.98 -0.509
O 6.67 -4.44 2.35 -0.515
H 8.39 -5.23 1.53 0.279
H 8.37 -3.49 1.95 0.293
H 8.39 -4.10 4.47 0.321
H 9.78 -4.38 3.59 0.322
H 7.89 -6.24 4.28 0.317
H 6.30 -4.19 1.49 0.302
```

Results
Multiplicity: 1
Kohn-Sham gap (hartree): 0.112
Total energy (eV): -44443.4270
E_HOMO (eV): -5.712
Energy relative to the best compared isomer or geometry (same formula, charge and spin) (kJ/mol): 985.6

The following is a quantum chemistry calculation of 9 unconnected molecules or ions with the total composition C18H50N19O10 in a non-equilibrium geometry, from the OMol25 dataset.

XYZ file:
```
97
Properties=species:S:1:pos:R:3:mulliken_charge:R:1
C 2.83 -3.71 3.03 -0.821
C 3.60 -3.99 1.73 0.803
O 3.67 -5.10 1.29 -0.549
O 4.22 -2.91 1.14 -0.420
C 3.48 -2.47 -0.02 -0.793
C 2.59 -1.22 0.27 -0.475
C 1.11 -1.73 0.45 -0.205
C 0.09 -0.57 0.50 -0.819
C -1.33 -0.97 0.96 -0.763
N -1.75 -2.32 0.59 0.550
C -1.63 -3.03 -0.59 -0.341
C -2.18 -4.24 -0.48 -0.925
N -2.68 -4.25 0.84 0.260
C -2.42 -3.10 1.43 0.188
N -2.85 -2.86 2.73 -0.477
H 3.29 -4.30 3.83 0.343
H 2.89 -2.65 3.33 0.308
H 1.78 -3.97 2.89 0.125
H 4.12 -2.34 -0.90 0.358
H 2.79 -3.29 -0.28 0.444
H 2.64 -0.61 -0.64 0.214
H 2.94 -0.66 1.14 0.527
H 0.92 -2.36 -0.43 0.453
H 1.07 -2.28 1.40 -0.030
H 0.04 0.02 -0.43 0.284
H 0.47 0.14 1.26 0.294
H -2.04 -0.28 0.48 0.316
H -1.43 -0.82 2.04 0.497
H -1.14 -2.61 -1.46 0.598
H -2.26 -5.06 -1.18 0.438
H -3.17 -5.04 1.25 0.168
H -3.68 -3.43 2.91 0.360
H -3.21 -1.90 2.76 0.136
C 4.80 -1.67 5.76 0.609
O 4.05 -1.57 4.80 -0.601
N 5.07 -0.64 6.60 -0.434
N 5.44 -2.84 6.06 -0.335
H 5.69 -0.70 7.39 0.153
H 4.62 0.24 6.41 0.216
H 5.27 -3.63 5.46 0.196
H 6.06 -2.95 6.84 0.173
C -4.59 0.92 2.36 0.700
O -4.49 0.22 3.36 -0.702
N -4.85 0.39 1.13 -0.284
N -4.46 2.27 2.39 -0.367
H -4.94 0.93 0.29 0.179
H -4.96 -0.60 1.09 0.139
H -4.26 2.70 3.27 0.208
H -4.54 2.85 1.57 0.166
C 1.56 0.31 -3.64 0.616
O 1.36 0.27 -2.42 -0.632
N 2.36 -0.59 -4.28 -0.374
N 1.00 1.25 -4.43 -0.326
H 2.54 -0.58 -5.26 0.169
H 2.79 -1.31 -3.71 0.189
H 0.41 1.93 -4.00 0.189
H 1.16 1.30 -5.42 0.135
C 2.75 4.67 -4.86 0.614
O 1.82 3.88 -4.92 -0.640
N 4.04 4.26 -4.67 -0.324
N 2.59 6.01 -4.97 -0.288
H 4.82 4.88 -4.62 0.151
H 4.20 3.27 -4.58 0.198
H 1.66 6.35 -5.12 0.174
H 3.35 6.68 -4.93 0.145
C -5.30 -2.13 -2.82 0.542
O -4.49 -1.34 -3.26 -0.637
N -6.54 -2.29 -3.36 -0.390
N -5.03 -2.92 -1.74 -0.383
H -7.22 -2.94 -3.01 0.160
H -6.77 -1.72 -4.16 0.248
H -4.12 -2.83 -1.32 0.267
H -5.68 -3.59 -1.35 0.188
C 4.88 9.30 -3.93 0.662
O 3.94 8.51 -3.99 -0.671
N 6.17 8.90 -3.74 -0.362
N 4.70 10.64 -4.05 -0.401
H 6.94 9.53 -3.69 0.172
H 6.33 7.91 -3.65 0.192
H 3.77 10.97 -4.19 0.218
H 5.45 11.31 -4.00 0.166
C -3.92 -6.41 3.76 0.715
O -4.30 -6.08 2.64 -0.741
N -2.63 -6.32 4.16 -0.317
N -4.78 -6.91 4.69 -0.427
H -2.30 -6.59 5.07 0.174
H -1.96 -5.96 3.50 0.174
H -5.74 -6.99 4.43 0.230
H -4.50 -7.19 5.61 0.162
C -3.16 4.75 -0.71 0.661
O -4.11 4.01 -0.49 -0.650
N -1.93 4.54 -0.15 -0.346
N -3.25 5.84 -1.52 -0.411
H -1.14 5.14 -0.31 0.175
H -1.83 3.75 0.45 0.189
H -4.14 6.02 -1.95 0.222
H -2.48 6.46 -1.71 0.162
```

Results
Charge: +1
Multiplicity: 1
Kohn-Sham gap (hartree): 0.341
Total energy (eV): -68267.9351
E_HOMO (eV): -10.939

The following is a quantum chemistry calculation of 5 unconnected molecules or ions with the total composition C18H50N4O7 in a non-equilibrium geometry, from the OMol25 dataset.

XYZ file:
```
79
Properties=species:S:1:pos:R:3:mulliken_charge:R:1
N 34.68 14.73 45.43 0.193
H 34.30 15.35 46.15 0.507
H 35.47 14.96 44.96 0.389
H 33.97 14.79 44.82 -0.170
H 34.87 13.66 45.74 0.015
O 33.98 12.95 43.31 -1.031
H 33.23 12.33 43.26 -0.015
C 38.60 16.37 41.04 -0.569
O 38.59 14.95 41.62 -0.415
C 37.59 14.74 42.61 0.357
C 37.62 13.28 42.80 -1.527
N 36.71 12.98 43.82 0.287
C 36.96 11.77 44.61 -0.458
C 36.96 10.48 43.72 -0.317
O 37.09 9.32 44.65 -0.331
C 36.95 8.06 44.01 -0.866
H 39.39 16.50 40.45 0.361
H 38.45 17.02 41.82 0.320
H 37.63 16.43 40.38 0.000
H 36.53 14.81 41.99 -0.127
H 37.56 15.34 43.52 0.337
H 38.54 13.04 42.89 1.099
H 37.32 12.81 41.77 0.179
H 35.74 13.08 43.29 -0.098
H 36.21 11.96 45.37 -0.306
H 38.08 12.01 44.85 0.422
H 37.91 10.57 43.27 0.419
H 36.11 10.47 42.98 0.331
H 37.82 7.66 43.67 0.356
H 35.99 7.91 43.37 0.294
H 36.52 7.55 44.85 0.314
C 35.42 17.20 51.14 -0.750
O 34.55 16.38 50.48 -0.290
C 35.14 15.39 49.65 -0.208
C 33.99 14.46 49.31 -0.714
N 34.47 13.38 48.35 -0.080
C 33.35 12.32 48.03 -0.858
C 33.87 11.18 47.24 0.181
O 32.85 10.26 46.93 -0.452
C 33.13 9.41 45.86 -0.996
H 35.04 17.98 51.71 0.325
H 36.07 17.75 50.41 0.280
H 35.84 16.67 52.08 0.271
H 35.98 14.86 50.22 0.311
H 35.55 15.84 48.63 0.119
H 33.17 15.05 48.84 0.284
H 33.46 14.03 50.19 0.266
H 35.38 12.98 48.76 0.253
H 32.45 12.82 47.67 0.247
H 33.00 11.86 48.97 0.459
H 34.71 10.67 47.62 0.455
H 34.27 11.46 46.24 -0.095
H 32.30 8.74 45.93 0.303
H 34.00 9.01 45.97 0.589
H 33.00 9.98 44.93 0.215
C 30.12 12.09 45.37 -0.915
O 29.73 13.41 45.57 -0.453
C 30.71 14.32 45.12 0.288
C 30.70 14.52 43.59 -0.772
N 32.02 14.94 43.20 0.027
C 32.15 15.53 41.76 -0.875
C 33.57 15.74 41.36 0.183
O 33.62 16.65 40.30 -0.397
C 34.93 17.02 39.89 -0.587
H 31.24 11.90 45.27 0.088
H 29.79 11.77 44.35 0.283
H 29.94 11.54 46.02 0.679
H 31.79 13.79 45.37 -0.362
H 30.74 15.20 45.72 0.456
H 30.02 15.45 43.20 0.296
H 30.37 13.70 43.05 0.405
H 32.80 14.25 43.10 -0.120
H 31.37 16.31 41.69 0.486
H 31.84 14.79 41.02 0.269
H 33.99 14.67 41.14 0.170
H 34.11 16.45 42.21 0.043
H 35.55 16.10 39.64 0.235
H 35.58 17.70 40.69 0.179
H 34.80 17.52 38.88 0.333
```

Results
Multiplicity: 1
Kohn-Sham gap (hartree): 0.289
Total energy (eV): -39755.2815
E_HOMO (eV): -7.712
Energy relative to the best compared isomer or geometry (same formula, charge and spin) (kJ/mol): 113.4

The following is a quantum chemistry calculation of 7 unconnected molecules or ions with the total composition C18H50O6 in a non-equilibrium geometry, from the OMol25 dataset.

XYZ file:
```
74
Properties=species:S:1:pos:R:3:mulliken_charge:R:1
C -120.73 -85.28 -169.92 -1.415
C -119.89 -84.46 -170.88 -0.526
C -120.62 -83.30 -171.47 -0.133
C -119.95 -82.49 -172.59 -0.651
C -120.83 -81.57 -173.38 -0.149
C -120.02 -80.56 -174.27 -1.654
H -121.50 -85.88 -170.22 0.418
H -121.16 -84.55 -169.20 0.300
H -120.22 -86.09 -169.45 0.409
H -119.66 -85.23 -171.72 0.216
H -118.92 -84.34 -170.54 0.460
H -120.44 -82.76 -170.68 0.392
H -121.76 -83.72 -171.52 -0.213
H -119.46 -83.26 -173.39 0.284
H -119.16 -82.04 -172.06 0.255
H -121.34 -80.90 -172.57 0.013
H -121.59 -81.95 -173.92 0.615
H -119.30 -81.05 -174.88 0.509
H -119.89 -79.86 -173.61 0.527
H -120.84 -80.05 -174.91 0.302
C -127.27 -79.38 -169.82 -0.151
C -127.62 -79.83 -168.40 -0.327
O -128.39 -80.94 -168.35 -0.494
H -126.74 -78.57 -170.03 0.331
H -128.34 -79.28 -170.40 0.232
H -126.67 -80.00 -170.49 0.078
H -127.94 -79.07 -167.65 0.368
H -126.60 -80.06 -168.13 0.236
H -128.63 -81.10 -167.43 0.335
C -124.39 -82.25 -172.60 -0.379
C -125.77 -82.47 -172.93 -0.573
O -126.00 -83.67 -173.64 -0.503
H -123.94 -82.01 -173.73 0.101
H -123.95 -82.89 -172.01 0.527
H -124.34 -81.06 -172.12 -0.115
H -126.23 -81.50 -173.40 0.268
H -126.22 -82.48 -172.00 0.320
H -126.81 -83.53 -174.05 0.325
C -123.21 -78.52 -173.58 -1.489
C -124.36 -78.11 -172.69 0.951
O -125.26 -77.26 -173.35 -0.573
H -122.34 -77.76 -173.90 0.174
H -123.49 -78.77 -174.43 0.783
H -122.82 -79.26 -172.97 0.099
H -123.98 -77.58 -171.60 -0.291
H -125.10 -78.92 -172.56 -0.028
H -126.14 -77.76 -173.14 0.402
C -124.97 -75.89 -168.64 -1.880
C -124.74 -76.75 -169.83 -0.410
O -125.93 -77.35 -170.34 -0.560
H -123.91 -75.52 -168.38 0.303
H -125.27 -76.35 -167.98 0.846
H -125.52 -75.02 -168.80 0.338
H -124.00 -77.44 -169.69 0.709
H -124.23 -76.40 -170.79 0.285
H -125.95 -78.11 -169.75 -0.249
C -118.85 -77.31 -174.72 -0.688
C -117.66 -76.39 -174.30 -0.245
O -118.08 -75.16 -173.76 -0.531
H -118.37 -78.29 -175.02 0.325
H -119.32 -77.04 -175.60 0.412
H -119.75 -77.59 -174.06 -0.078
H -117.02 -76.14 -175.13 0.276
H -116.96 -76.84 -173.56 0.308
H -117.33 -74.69 -173.21 0.310
C -122.32 -74.97 -171.22 -0.919
C -120.95 -75.35 -171.99 0.158
O -120.79 -74.59 -173.15 -0.596
H -123.06 -74.99 -172.13 0.280
H -121.97 -73.97 -170.66 0.226
H -122.30 -75.59 -170.39 0.288
H -121.04 -76.47 -172.29 -0.093
H -119.90 -75.15 -171.47 0.267
H -119.76 -74.82 -173.56 0.348
```

Results
Multiplicity: 1
Kohn-Sham gap (hartree): 0.350
Total energy (eV): -31745.7708
E_HOMO (eV): -9.061
Energy relative to the best compared isomer or geometry (same formula, charge and spin) (kJ/mol): 595.6

The following is a quantum chemistry calculation of 7 unconnected molecules or ions with the total composition C18H51NO14 in a non-equilibrium geometry, from the OMol25 dataset.

XYZ file:
```
84
Properties=species:S:1:pos:R:3:mulliken_charge:R:1
C -2.90 6.45 -3.84 -0.754
O -3.71 5.34 -3.61 -0.318
C -3.23 4.49 -2.58 -0.562
C -4.04 3.21 -2.68 -0.555
N -3.56 2.22 -1.73 -0.097
C -4.37 0.97 -1.85 -0.897
C -4.13 0.18 -3.14 -0.131
O -5.06 -0.87 -3.12 -0.348
C -4.94 -1.72 -4.23 -0.182
H -2.06 6.29 -4.53 0.278
H -2.49 6.86 -2.91 0.319
H -3.49 7.23 -4.33 0.254
H -3.44 5.00 -1.63 0.337
H -2.15 4.35 -2.67 0.384
H -3.91 2.83 -3.69 0.287
H -5.10 3.47 -2.55 0.202
H -3.71 2.52 -0.78 0.136
H -5.42 1.29 -1.90 0.470
H -4.17 0.29 -1.03 0.239
H -3.09 -0.16 -3.20 0.316
H -4.31 0.84 -4.00 0.295
H -5.90 -2.21 -4.39 0.298
H -4.25 -2.55 -4.00 -0.241
H -4.59 -1.27 -5.16 0.329
O 0.94 2.55 2.38 -0.367
C 0.87 3.90 2.86 -0.444
C 0.82 3.84 4.37 -0.495
O 2.19 3.82 4.84 -0.495
H 0.76 2.61 1.44 0.149
H 1.64 4.58 2.50 0.337
H -0.11 4.29 2.54 0.326
H 0.39 2.88 4.66 0.271
H 0.30 4.64 4.90 0.427
H 2.18 4.02 5.78 0.259
O 2.48 -3.69 2.32 -0.427
C 1.26 -4.22 1.81 -0.531
C 1.18 -3.88 0.35 -0.139
O 2.29 -4.50 -0.31 -0.634
H 2.54 -3.84 3.27 0.237
H 1.14 -5.30 1.98 0.325
H 0.42 -3.77 2.38 0.331
H 1.31 -2.80 0.26 0.101
H 0.23 -4.23 -0.04 0.374
H 3.05 -4.12 0.15 0.369
O 0.99 -0.39 -0.01 -0.305
C -0.11 -0.31 0.92 -0.239
C -1.25 0.53 0.39 -0.126
O -1.42 0.34 -0.99 -0.458
H 0.60 -0.08 -0.84 0.267
H -0.43 -1.33 1.16 0.165
H 0.31 0.15 1.81 0.168
H -1.09 1.59 0.65 0.144
H -2.17 0.25 0.92 0.330
H -2.15 0.90 -1.31 0.182
O 7.20 -2.31 1.43 -0.524
C 6.42 -1.93 0.29 -0.615
C 4.98 -1.85 0.78 0.669
O 4.17 -1.48 -0.29 -0.549
H 8.01 -2.69 1.11 0.299
H 6.74 -0.97 -0.13 0.279
H 6.53 -2.70 -0.48 0.367
H 4.99 -1.18 1.64 -0.309
H 4.77 -2.86 1.14 0.094
H 3.24 -1.42 -0.06 0.290
O -0.63 -2.32 -2.71 -0.439
C -0.69 -3.71 -2.94 -0.224
C -2.06 -4.29 -2.83 -0.258
O -2.59 -3.95 -1.56 -0.500
H -0.98 -2.16 -1.82 0.175
H -0.27 -3.95 -3.92 0.377
H 0.03 -4.19 -2.26 0.015
H -2.01 -5.38 -2.96 0.382
H -2.73 -3.94 -3.63 0.089
H -3.49 -4.26 -1.44 0.269
O 2.60 -0.20 5.76 -0.613
C 2.51 -0.12 4.34 0.454
C 3.83 0.36 3.75 -0.259
O 4.34 1.40 4.60 -0.658
H 3.28 0.45 5.98 0.367
H 2.15 -1.06 3.92 0.090
H 1.81 0.69 4.11 -0.303
H 3.77 0.82 2.76 0.365
H 4.59 -0.43 3.68 0.197
H 4.37 2.24 4.14 0.310
```

Results
Multiplicity: 1
Kohn-Sham gap (hartree): 0.358
Total energy (eV): -49643.1483
E_HOMO (eV): -9.454
Energy relative to the best compared isomer or geometry (same formula, charge and spin) (kJ/mol): 92.1